# C27H38BaClN11O2

C27H38BaClN11O2 as an isolated structure (ωB97M-V/def2-TZVPD, the Open Molecules 2025 dataset).

Calculated values
energy above the lowest of the compared OMol25 structures with the same formula, charge and spin	0.747	eV
E_LUMO (spin up / spin down)	-2.67 / -2.68	eV
multiplicity	2
total charge	+1
energy	-62308.724	eV
Kohn-Sham gap (spin up / spin down)	3.51 / 7.99	eV

Atoms and positions in Å:
Ba (1.47122, -3.91712, -0.56330)
N (-2.69800, -4.17497, -5.42677)
N (-2.16001, -4.80378, -4.34027)
N (-1.55603, -5.96153, -4.44189)
C (-1.12451, -6.13626, -3.19974)
N (-1.47372, -5.12025, -2.40075)
N (-2.13671, -4.26796, -3.15165)
H (-2.87109, -4.83877, -6.16585)
H (-3.50103, -3.61903, -5.17359)
H (-0.57046, -6.99738, -2.87090)
O (0.13404, -4.98162, 1.29540)
N (-1.06478, -5.37858, 1.64321)
C (-1.79270, -4.64200, 2.50527)
C (-3.06772, -5.01648, 2.86232)
C (-3.61750, -6.17866, 2.34125)
C (-2.84617, -6.93306, 1.47049)
C (-1.57989, -6.51419, 1.13157)
H (-1.29831, -3.76030, 2.88266)
H (-3.62394, -4.39860, 3.55188)
H (-4.61669, -6.48573, 2.61323)
H (-3.22168, -7.85424, 1.04933)
H (-0.93213, -7.05375, 0.45884)
C (-1.22459, 2.48733, -0.01380)
C (-1.88421, 3.11911, -1.24543)
C (-2.69216, 4.32741, -0.74435)
C (-2.89269, 2.11751, -1.83549)
C (-0.88911, 3.56767, -2.37747)
O (-1.67845, 4.12394, -3.44115)
C (0.11518, 4.71081, -2.02125)
C (1.47644, 4.54628, -1.31568)
C (1.48048, 4.45782, 0.19023)
C (2.13178, 3.40680, 0.82831)
C (2.14718, 3.30006, 2.20932)
C (1.50881, 4.26300, 2.97117)
Cl (1.50228, 4.12022, 4.70117)
C (0.88748, 5.34357, 2.36514)
C (0.88665, 5.43730, 0.98181)
C (-0.27585, 2.37551, -3.18752)
N (0.41475, 1.26967, -2.54639)
C (-0.07199, 0.05933, -2.22941)
N (0.87810, -0.69626, -1.71900)
C (1.97227, 0.10308, -1.78415)
N (1.73281, 1.28756, -2.29015)
H (-2.00179, 2.01870, 0.59474)
H (-0.74016, 3.24180, 0.59878)
H (-0.49008, 1.72341, -0.25672)
H (-3.32819, 4.00471, 0.08073)
H (-3.34532, 4.72999, -1.52068)
H (-2.05326, 5.12370, -0.36238)
H (-3.74961, 2.02704, -1.16688)
H (-2.45953, 1.12303, -1.94673)
H (-3.25357, 2.45597, -2.80545)
H (-1.99595, 4.99147, -3.17121)
H (-0.45103, 5.47725, -1.48764)
H (0.35346, 5.13105, -3.00122)
H (2.04381, 5.44334, -1.58146)
H (2.01781, 3.70396, -1.72226)
H (2.62922, 2.65259, 0.23456)
H (2.65719, 2.47505, 2.69042)
H (0.41307, 6.10364, 2.97086)
H (0.40913, 6.29196, 0.51584)
H (0.40256, 2.81126, -3.91972)
H (-1.11289, 1.94291, -3.73182)
H (-1.09788, -0.24105, -2.35809)
H (2.95209, -0.19215, -1.44573)
C (2.58707, -0.01430, 5.34387)
C (2.89885, -0.68982, 4.05355)
C (4.04648, -1.30175, 3.60496)
C (3.75515, -1.74891, 2.30011)
N (2.51051, -1.43816, 1.96651)
N (2.00938, -0.80330, 3.04329)
C (4.67820, -2.45315, 1.35976)
H (3.50742, 0.33290, 5.80715)
H (2.10229, -0.70473, 6.03626)
H (1.92797, 0.84103, 5.19236)
H (4.97472, -1.41717, 4.13853)
H (1.07607, -0.43366, 3.01468)
H (5.71221, -2.27728, 1.64723)
H (4.53187, -2.09212, 0.34078)
H (4.50539, -3.53269, 1.37638)

***

# C22H28N2O5S

A single C22H28N2O5S molecule at a distorted geometry (ωB97M-V/def2-TZVPD, the Open Molecules 2025 dataset).

Calculated values
energy above the lowest of the compared OMol25 structures with the same formula, charge and spin	2.687	eV
SMILES	COc1ccc(S(=O)(=O)N2CCC(C(=O)NCCc3ccccc3)CC2)cc1OC
E_LUMO	0.52	eV
total charge	0
energy	-47321.327	eV
Kohn-Sham gap	8.89	eV

Atoms and positions in Å:
C (1.08515, 3.54219, -0.85909)
H (0.59018, 3.03022, -0.03113)
O (1.43787, 2.62055, -1.87750)
C (0.55874, 1.63429, -2.18647)
C (1.11905, 0.42402, -2.58453)
C (0.33370, -0.68584, -2.83555)
C (-1.03228, -0.56873, -2.70028)
C (-1.62584, 0.64465, -2.40700)
C (-0.84876, 1.76899, -2.16033)
O (-1.36716, 3.00182, -1.91023)
C (-2.76253, 3.12923, -1.77126)
H (-3.28611, 2.86123, -2.69387)
H (-2.93632, 4.18154, -1.55119)
H (-3.13837, 2.51925, -0.94450)
H (-2.70283, 0.68123, -2.39763)
S (-2.06650, -2.02618, -2.74546)
O (-1.36111, -3.06787, -3.43225)
O (-3.38096, -1.66147, -3.19016)
N (-2.23022, -2.53438, -1.16557)
C (-3.17956, -1.86724, -0.31226)
C (-2.55296, -0.73594, 0.50317)
H (-3.29055, -0.34471, 1.20720)
H (-2.24232, 0.07571, -0.15451)
C (-1.31241, -1.21153, 1.26373)
C (-0.58568, 0.00054, 1.83973)
O (-0.45887, 1.03751, 1.21864)
N (-0.10338, -0.16921, 3.08867)
H (-0.15965, -1.07863, 3.51933)
C (0.75101, 0.80655, 3.72660)
H (0.67766, 1.71349, 3.12355)
H (0.37779, 1.01230, 4.73485)
C (2.20835, 0.32608, 3.78848)
C (2.69189, -0.05077, 2.41507)
C (2.86555, -1.38216, 2.06429)
C (3.26602, -1.72860, 0.78502)
C (3.48849, -0.74412, -0.16056)
C (3.31703, 0.58768, 0.17903)
C (2.92276, 0.93010, 1.45873)
H (2.79159, 1.96975, 1.72067)
H (3.48525, 1.36065, -0.55503)
H (3.80023, -1.01699, -1.15757)
H (3.40224, -2.76900, 0.52707)
H (2.69519, -2.15685, 2.80057)
H (2.27977, -0.53427, 4.45801)
H (2.81965, 1.13120, 4.20013)
C (-0.33983, -1.91360, 0.30431)
C (-1.05093, -3.01145, -0.49188)
H (-1.35205, -3.82175, 0.18384)
H (-0.39585, -3.42348, -1.25956)
H (0.07420, -1.16779, -0.37567)
H (0.48883, -2.35004, 0.86526)
H (-1.60548, -1.90152, 2.06228)
H (-3.60868, -2.61729, 0.36390)
H (-3.97078, -1.49209, -0.96167)
H (0.76032, -1.63573, -3.11203)
H (2.19276, 0.37154, -2.65692)
H (2.02770, 3.97223, -0.52010)
H (0.43894, 4.33471, -1.24036)

***

# C9H33ClN7O12

A 8-piece molecular cluster, C9H33ClN7O12 overall at a distorted geometry (ωB97M-V/def2-TZVPD, the Open Molecules 2025 dataset).

Calculated values
E_LUMO (spin up / spin down)	4.17 / 4.22	eV
multiplicity	2
total charge	-2
energy	-57383.088	eV
Kohn-Sham gap (spin up / spin down)	1.37 / 8.29	eV

Atoms and positions in Å:
Cl (18.81371, 5.52493, -0.79522)
O (17.94212, 5.79320, -1.95140)
O (20.12319, 5.86099, -1.20561)
O (18.25300, 6.19575, 0.36296)
O (18.66442, 4.09738, -0.46062)
C (22.17413, 7.14567, 1.85995)
O (23.09931, 7.58787, 0.91259)
C (24.19303, 6.65347, 0.60767)
C (24.69561, 6.79726, -0.84717)
N (23.67099, 6.23636, -1.77012)
C (23.78430, 4.81175, -2.10319)
C (24.69268, 4.34557, -3.26806)
O (24.07321, 4.02325, -4.48972)
C (25.03189, 3.60518, -5.41062)
H (22.77573, 6.81505, 2.70663)
H (21.68181, 6.24194, 1.50079)
H (21.40937, 7.88972, 2.08268)
H (23.97845, 5.59896, 0.78110)
H (24.91284, 6.86906, 1.39730)
H (25.67228, 6.34216, -1.01176)
H (24.82242, 7.87157, -0.98088)
H (22.71414, 6.47158, -1.54833)
H (22.83587, 4.35732, -2.38965)
H (24.15070, 4.30437, -1.21078)
H (25.29318, 3.48074, -2.98602)
H (25.34374, 5.21540, -3.35550)
H (24.53089, 3.35666, -6.34621)
H (25.48627, 2.72958, -4.94699)
H (25.81828, 4.35940, -5.43995)
C (16.72031, 0.71830, 0.70672)
O (16.38541, -0.45963, 0.49686)
N (16.08381, 1.72112, 0.12192)
N (17.58519, 1.16328, 1.64884)
H (15.22387, 1.46544, -0.34203)
H (16.34175, 2.67451, 0.33308)
H (17.44211, 2.11321, 1.96070)
H (17.78421, 0.39432, 2.27269)
C (21.86908, 7.56416, -4.62699)
O (21.43261, 8.06420, -5.57546)
N (22.64142, 8.21800, -3.82962)
N (21.77694, 6.33057, -4.36254)
H (23.04592, 9.10679, -4.08753)
H (22.96411, 7.70781, -3.01988)
H (21.08929, 5.83259, -4.90959)
H (21.92880, 6.13885, -3.38261)
C (20.01414, 3.13051, -4.18056)
O (19.67504, 4.13404, -4.73468)
N (20.79496, 3.15842, -3.10938)
N (19.88731, 1.90712, -4.64198)
H (20.91413, 4.04548, -2.64138)
H (21.07395, 2.31519, -2.62852)
H (19.69021, 1.63865, -5.59549)
H (20.28940, 1.24372, -3.99519)
O (18.43572, 9.16317, -1.03628)
H (17.78972, 9.68583, -0.56116)
H (18.26462, 8.26237, -0.76149)
O (16.42741, 8.09562, -3.53644)
H (16.51165, 8.00247, -2.58751)
H (16.58297, 9.02565, -3.70102)
O (16.97276, 4.03436, 3.02935)
H (16.26554, 4.57431, 3.38226)
H (17.28229, 4.51581, 2.26213)

***

# C19H56O11

A 9-piece molecular cluster, C19H56O11 overall at a distorted geometry (ωB97M-V/def2-TZVPD, the Open Molecules 2025 dataset).

Calculated values
energy above the lowest of the compared OMol25 structures with the same formula, charge and spin	0.000	eV
SMILES	CC(C)O.CC(C)O.CC(C)O.CC(C)O.CC(C)O.OCCO.OCCO.O.O
E_LUMO	0.16	eV
total charge	0
energy	-43132.772	eV
Kohn-Sham gap	9.77	eV

Atoms and positions in Å:
O (1.95224, 1.35760, 2.55976)
H (1.76624, 1.05024, 1.63592)
H (2.65379, 0.78861, 2.89069)
O (-2.75022, 3.23460, -1.40591)
H (-2.17284, 2.67062, -0.85948)
H (-3.17646, 2.57749, -1.98691)
C (1.34408, 3.60873, 0.28896)
C (0.53850, 4.26410, -0.83077)
O (1.43558, 4.74350, -1.82168)
O (0.48134, 3.35710, 1.40604)
H (2.17152, 4.24002, 0.64066)
H (1.84505, 2.69454, -0.04423)
H (-0.14353, 4.99960, -0.40631)
H (-0.01642, 3.47545, -1.33721)
H (1.93692, 5.49182, -1.48347)
H (1.03846, 2.88969, 2.05811)
C (-0.95419, 0.19013, 0.65618)
C (0.21555, -0.38120, -0.13591)
O (1.36804, 0.36496, 0.10949)
O (-1.20918, 1.53560, 0.29805)
H (-0.71254, 0.11893, 1.72647)
H (-1.83982, -0.42473, 0.49355)
H (-0.07229, -0.34243, -1.19847)
H (0.28429, -1.46119, 0.05536)
H (2.12440, 0.06819, -0.42300)
H (-0.46393, 2.08564, 0.60837)
C (-2.50105, 2.19073, 5.36536)
C (-2.74720, 1.37398, 4.09825)
C (-3.54061, 0.11413, 4.35290)
O (-3.49532, 2.23480, 3.21838)
H (-1.88638, 3.06440, 5.14273)
H (-1.90787, 1.65625, 6.11817)
H (-3.45907, 2.43449, 5.82085)
H (-1.80584, 1.18797, 3.56929)
H (-3.29767, -0.33667, 5.31593)
H (-3.43576, -0.62710, 3.55977)
H (-4.61533, 0.30799, 4.41514)
H (-2.98825, 3.03500, 3.05986)
C (2.43747, 1.18006, -3.23194)
C (3.67026, 0.45284, -2.68967)
C (4.58068, 1.36309, -1.86595)
O (3.18576, -0.61703, -1.82585)
H (2.72345, 1.81394, -4.06837)
H (2.05354, 1.83158, -2.44069)
H (1.65506, 0.46909, -3.48510)
H (4.14206, -0.06324, -3.53308)
H (3.98167, 1.84576, -1.09462)
H (4.87992, 2.17660, -2.54013)
H (5.48117, 0.89373, -1.48077)
H (3.91419, -1.23674, -1.71952)
C (1.50987, -2.95380, -2.14646)
C (0.00408, -2.87454, -2.08442)
C (-0.63408, -3.67201, -3.20849)
O (-0.40273, -3.43394, -0.83459)
H (1.96098, -2.56050, -1.23416)
H (1.84134, -2.37027, -3.00615)
H (1.82137, -3.99430, -2.24972)
H (-0.29515, -1.82136, -2.16324)
H (-0.42469, -4.74010, -3.13601)
H (-0.35419, -3.39659, -4.22829)
H (-1.71803, -3.51594, -3.15262)
H (-1.34450, -3.63246, -0.86830)
C (-3.82154, -1.06638, -2.73472)
C (-2.79131, -0.02327, -3.15297)
C (-2.16361, -0.40264, -4.48749)
O (-3.44392, 1.25067, -3.24077)
H (-3.48523, -2.07404, -2.98783)
H (-4.74429, -0.89998, -3.29164)
H (-4.03553, -1.06440, -1.66604)
H (-2.02240, 0.09455, -2.37919)
H (-1.66267, -1.36798, -4.52078)
H (-1.34023, 0.29110, -4.71311)
H (-2.86651, -0.28282, -5.31332)
H (-2.93043, 1.74709, -3.89387)
C (0.98214, -2.66118, 2.56199)
C (1.52416, -3.52471, 3.66518)
C (2.68758, -2.92232, 4.43532)
O (0.48787, -3.87591, 4.58790)
H (0.17262, -3.16371, 2.02186)
H (1.73810, -2.50977, 1.78554)
H (0.59597, -1.72162, 2.96225)
H (1.90855, -4.47176, 3.25553)
H (2.43795, -1.93648, 4.82974)
H (3.49794, -2.77790, 3.71683)
H (2.98963, -3.64405, 5.18954)
H (-0.34859, -3.96990, 4.12727)